No. 1
124
Properties=species:S:1:pos:R:3 method="wB97M-V/def2-TZVPD" orbital_gap_ev=7.24 total_charge=0
C 6.0750 -1.0434 1.7137
C 5.1276 -0.1801 1.1441
C 4.1843 -0.6434 0.2495
C 4.2311 -1.9742 -0.1383
C 5.1139 -2.8458 0.4664
C 6.0133 -2.3922 1.3971
N 3.3430 -2.4331 -1.2033
O 2.8816 -3.5489 -1.1097
O 3.0148 -1.6095 -2.0321
H 6.7696 -0.6802 2.4572
H 5.0681 0.8424 1.4939
H 3.4595 0.0219 -0.2023
H 5.0922 -3.8968 0.2025
H 6.6024 -3.0969 1.9708
C 3.0621 -6.3774 3.7000
C 1.7601 -6.2774 4.2105
C 1.0673 -5.1428 3.8063
C 1.4741 -4.3885 2.7223
C 2.6941 -4.6451 2.1199
C 3.5401 -5.5934 2.6562
N 0.6643 -3.2783 2.2662
O -0.3403 -2.9503 2.8568
O 1.0521 -2.6861 1.2496
H 3.7611 -7.1036 4.1031
H 1.5165 -6.7805 5.1338
H 0.1587 -4.8756 4.3341
H 2.9399 -4.0152 1.2747
H 4.4858 -5.8981 2.2304
O -0.3399 1.8628 2.3794
C -0.0689 1.4784 1.2826
O -0.8396 1.7063 0.1989
C -0.3372 1.0727 -0.9877
C 0.6584 0.0433 -0.4006
C 1.1686 0.7087 0.8656
H 0.2281 1.7134 -1.6543
H -1.1622 0.5660 -1.4809
H 1.4982 -0.1842 -1.0551
H 0.0414 -0.8035 -0.0982
H 1.9921 1.3868 0.6295
H 1.5389 -0.0737 1.5245
O -0.6694 3.5840 -2.6566
C -0.7950 3.9340 -3.7950
O -0.3623 3.1470 -4.8073
C -0.5641 3.7442 -6.0969
C -0.7135 5.2376 -5.7950
C -1.1803 5.2945 -4.3497
H -1.4211 3.3216 -6.6235
H 0.3217 3.5024 -6.6800
H -1.2872 5.8589 -6.4785
H 0.2859 5.6845 -5.8282
H -2.2477 5.5040 -4.2512
H -0.7086 6.0345 -3.7042
O -6.7763 2.2241 -2.5261
C -6.0283 2.6240 -1.6838
O -6.4177 2.8360 -0.4073
C -5.3305 3.0073 0.4992
C -4.1037 2.7231 -0.3658
C -4.5502 3.0150 -1.7923
H -5.4151 2.3313 1.3480
H -5.3170 4.0405 0.8549
H -3.7618 1.6865 -0.3160
H -3.2657 3.3269 -0.0140
H -3.8718 2.5342 -2.4858
H -4.5404 4.1049 -1.8955
O 1.3791 1.0483 7.3470
C 1.5654 1.6653 6.3463
O 2.3987 1.2314 5.3946
C 2.3537 2.0234 4.2131
C 1.6971 3.3447 4.6452
C 0.8499 2.9159 5.8413
H 1.7519 1.4993 3.4696
H 3.3509 2.1041 3.7803
H 1.1754 3.7975 3.8046
H 2.5037 4.0293 4.9187
H -0.1158 2.5730 5.4675
H 0.8072 3.6973 6.5918
O -2.4005 -0.2003 -7.8661
C -2.0269 -0.2395 -6.7240
O -0.7605 0.1003 -6.3808
C -0.5123 -0.1938 -5.0124
C -1.7281 -0.9897 -4.4790
C -2.8275 -0.6344 -5.4938
H -0.4695 0.7368 -4.4459
H 0.3757 -0.8182 -4.9169
H -1.9619 -0.5881 -3.4914
H -1.5215 -2.0497 -4.3574
H -3.5302 0.1684 -5.2610
H -3.5036 -1.4764 -5.6379
O -2.2391 -5.2039 1.0874
C -1.3746 -5.3000 0.2583
O -0.3691 -6.1685 0.4165
C 0.5939 -6.0684 -0.6335
C -0.0386 -5.1286 -1.6966
C -1.1148 -4.3755 -0.9104
H 0.9098 -7.0274 -1.0345
H 1.4508 -5.5757 -0.1638
H -0.3544 -5.7964 -2.4979
H 0.7409 -4.4788 -2.0914
H -2.0484 -4.2460 -1.4547
H -0.7620 -3.4067 -0.5618
O -3.2251 1.2762 7.9805
C -3.3365 0.7348 6.9175
O -2.2712 0.7394 6.0580
C -2.6236 0.2274 4.7202
C -4.1418 0.3813 4.7340
C -4.5222 0.2260 6.1967
H -2.3021 -0.8131 4.7703
H -2.0757 0.8523 4.0237
H -4.6288 -0.3446 4.0836
H -4.3560 1.4067 4.4286
H -4.7768 -0.7958 6.4882
H -5.4025 0.8263 6.4236
O 1.0318 3.0339 -0.4715
C 1.2570 2.6907 -1.5887
O 1.8369 1.4557 -1.8318
C 1.8146 1.2163 -3.2351
C 2.0107 2.5925 -3.8540
C 1.1383 3.4303 -2.9121
H 0.8796 0.7342 -3.5311
H 2.6552 0.5783 -3.5047
H 1.6531 2.6129 -4.8834
H 3.0591 2.8863 -3.8462
H 0.1131 3.3502 -3.2776
H 1.4981 4.4476 -2.7865



No. 2
11
Properties=species:S:1:pos:R:3 method="wB97M-V/def2-TZVPD" orbital_gap_ev=11.28 e_above_lowest_ev=4.147 smiles=N#CC[C@H]1CO1 total_charge=0
N 2.9695 0.4452 0.4926
C 1.9899 -0.0723 0.1628
C 0.7311 -0.7116 -0.2303
C -0.4508 -0.0052 0.3909
C -1.1540 1.0605 -0.3269
O -1.7213 -0.4671 0.0287
H 0.7355 -1.7553 0.0962
H 0.6376 -0.6850 -1.3201
H -0.4336 0.0563 1.4770
H -1.6333 1.7957 0.3362
H -1.6708 0.3390 -1.1071



No. 3
16
Properties=species:S:1:pos:R:3 method="wB97M-V/def2-TZVPD" orbital_gap_ev=9.07 e_above_lowest_ev=3.787 total_charge=0
C 1.1217 0.1268 1.6043
C 0.5348 0.3062 0.2110
C 0.8263 -0.8124 -0.8331
C -0.6693 -0.8494 -1.2665
C -0.9167 0.1151 -0.1398
N -1.7973 1.0561 -0.0178
O -2.9504 1.1448 -0.5099
H 2.2110 0.2137 1.5160
H 0.8941 -0.8459 2.0524
H 0.7851 0.9110 2.2922
H 0.8030 1.3226 -0.1227
H 1.5589 -0.5622 -1.6021
H 1.1264 -1.7448 -0.3430
H -1.1554 -1.8289 -1.2728
H -0.8724 -0.3604 -2.2284
H -1.4239 1.8531 0.5351



No. 4
42
Properties=species:S:1:pos:R:3 method="wB97M-V/def2-TZVPD" orbital_gap_ev=6.73 total_charge=0
In -0.7263 0.2502 0.4659
S -4.4227 2.4675 1.6229
C -3.1073 1.6677 2.2739
S -1.4210 2.1142 2.1605
S -3.4550 0.0652 2.8802
O 0.7973 -0.4939 1.6402
C 2.0770 -0.2218 1.8063
C 2.6059 -0.2558 3.1198
C 3.9005 0.1159 3.3060
C 4.7591 0.4073 2.2593
C 4.2998 0.3768 0.9451
C 2.9189 0.0861 0.7164
C 2.4697 0.0646 -0.6189
N 1.1755 0.2756 -1.0976
C 1.2748 0.1651 -2.4726
C 2.5708 0.0017 -2.8671
N 3.3035 -0.0386 -1.7050
H 1.9369 -0.6618 3.8685
H 4.3056 0.0717 4.3337
H 5.7864 0.6895 2.4976
H 4.9932 0.5963 0.1397
H 0.3851 0.2398 -3.1048
H 2.9888 -0.0887 -3.8603
H 4.3018 -0.2311 -1.6348
N -1.9303 1.5651 -0.9883
C -3.1730 1.1080 -1.6470
C -2.9726 -0.2353 -2.3881
C -2.7266 -1.5050 -1.5387
N -1.4181 -1.5329 -0.8089
H -2.0499 2.3850 -0.3503
H -1.2269 1.8174 -1.7354
H -3.5642 1.8434 -2.3670
H -3.9425 1.0195 -0.8616
H -2.1211 -0.1630 -3.0787
H -3.8575 -0.4022 -2.9858
H -2.7625 -2.3940 -2.2055
H -3.5081 -1.5986 -0.7665
H -0.6593 -1.6790 -1.4926
H -1.4003 -2.3138 -0.1597
N -2.0747 -2.1379 1.8934
C -2.2112 -0.8578 1.9935
H -2.1198 -2.5824 2.8122



No. 5
17
Properties=species:S:1:pos:R:3 method="wB97M-V/def2-TZVPD" orbital_gap_ev="8.76 / 6.76" total_charge=0 spin_multiplicity=3
C -2.8809 -0.1784 -0.1061
C -1.6857 -1.0477 -2.0739
C 2.3629 0.9814 0.8166
C 1.1304 1.5487 1.3182
C 2.2912 -0.1132 0.0114
C -0.0872 0.9037 0.9938
C 1.0669 -0.8302 -0.1970
C -0.0234 -0.1748 0.2156
C -2.6119 -1.1703 -1.0244
N -3.0451 0.6769 0.6206
N -0.9207 -0.9210 -2.9022
F -3.3390 -2.3226 -0.8765
H 3.3010 1.4823 1.0376
H 1.0657 2.4834 1.8656
H 3.1790 -0.8480 -0.2459
H -1.0280 1.2446 1.2663
H 1.2246 -1.7148 -0.7196



No. 6
23
Properties=species:S:1:pos:R:3 method="wB97M-V/def2-TZVPD" orbital_gap_ev=12.05 e_above_lowest_ev=0.534 total_charge=+1
C 0.3460 0.5409 -1.2925
C -0.0380 -0.3331 -0.0736
C -1.4476 0.0193 0.4640
C -2.4347 0.0356 -0.7062
C -1.5393 1.2955 1.3308
N 0.9931 -0.1517 0.9977
H -0.0759 0.1322 -2.2113
H 0.1002 1.5861 -1.1117
H 1.4310 0.5119 -1.3877
H -0.0914 -1.3939 -0.2346
H -1.6633 -0.8447 1.1155
H -3.4079 0.1219 -0.2116
H -2.2588 0.8946 -1.3373
H -2.5506 -0.9543 -1.1282
H -2.4369 1.2967 1.9764
H -0.7194 1.4982 2.0460
H -1.6621 2.1296 0.6330
H 1.8819 -0.5224 0.6150
H 1.2611 0.8368 1.0642
H 0.8203 -0.4391 1.9693
H 4.1165 -1.0685 -0.3770
H 3.2731 -1.5039 -1.5648
O 3.2169 -1.3030 -0.6309



No. 7
12
Properties=species:S:1:pos:R:3 method="wB97M-V/def2-TZVPD" orbital_gap_ev=9.93 e_above_lowest_ev=3.952 smiles="C#C[C@H]1NC1=C=C" total_charge=0
C 2.3717 1.5823 -0.3069
C 1.7181 0.6102 -0.5844
C 0.8829 -0.5330 -0.8827
N 0.7178 -1.6217 0.1209
C -0.3226 -0.6966 -0.0718
C -1.4545 -0.2459 0.3530
C -2.6487 0.1569 0.6953
H 2.9361 2.4521 -0.0528
H 0.8988 -0.8952 -1.9084
H 1.2421 -1.4434 0.9756
H -3.5161 -0.2980 0.2252
H -2.8254 0.9323 1.4369



No. 8
13
Properties=species:S:1:pos:R:3 method="wB97M-V/def2-TZVPD" orbital_gap_ev=8.09 e_above_lowest_ev=2.814 total_charge=+1
C -0.3582 -0.4607 0.2882
C 1.0719 0.8716 -1.2965
C 0.6041 -1.5791 0.3869
N -1.3555 -0.2964 1.0239
N 0.1635 0.8233 -0.3650
O -3.2763 1.1066 0.5156
O -0.3228 1.8736 0.1094
S -2.1796 1.1060 1.4449
H 1.3848 1.9047 -1.6338
H 1.7250 0.0427 -1.7080
H 1.4166 -1.0517 0.8586
H 1.0135 -1.9360 -0.5786
H 0.1131 -2.4045 0.9543



No. 9
12
Properties=species:S:1:pos:R:3 method="wB97M-V/def2-TZVPD" orbital_gap_ev=11.93 e_above_lowest_ev=1.184 smiles=O.O.O.O total_charge=0
O -1.6232 5.5242 -0.9876
H -1.2456 5.1080 -1.7624
H -2.0711 6.2995 -1.3259
O 1.1100 -3.4585 3.9460
H 0.9399 -4.2612 3.4530
H 0.4963 -2.8197 3.5835
O 1.7755 1.2367 -1.1985
H 1.5541 0.4803 -0.6553
H 2.3431 0.8827 -1.8831
O -0.9707 -2.7120 -0.8195
H -1.6442 -2.6618 -1.4978
H -0.6641 -3.6182 -0.8524



No. 10
8
Properties=species:S:1:pos:R:3 method="wB97M-V/def2-TZVPD" orbital_gap_ev="7.94 / 6.32" e_above_lowest_ev=0.000 total_charge=0 spin_multiplicity=3
C 0.5890 -0.1213 -0.2666
Si 1.8560 -1.4417 -0.7123
Cl 0.8727 0.6685 1.4032
I 1.5741 -3.4469 0.6343
I -2.9095 -2.5033 -0.2258
I 4.1223 -0.4494 -0.7201
H -0.3868 -0.8337 -0.1456
H 0.4486 0.7550 -0.9415



No. 11
50
Properties=species:S:1:pos:R:3 method="wB97M-V/def2-TZVPD" orbital_gap_ev=8.27 e_above_lowest_ev=0.371 smiles=CC1(C)Oc2ccc(C#N)cc2[C@H](N(Cc2ncc[nH]2)c2ccc(Cl)cc2)[C@H]1O total_charge=0
C -3.7196 -2.4974 1.8328
C -2.9608 -1.1807 1.6691
C -2.7811 -0.5000 3.0311
O -3.7795 -0.3575 0.8390
C -3.2112 0.6935 0.2058
C -4.0877 1.6120 -0.3780
C -3.6061 2.7137 -1.0454
C -2.2272 2.9192 -1.1387
C -1.7214 4.0566 -1.8063
N -1.3140 4.9834 -2.3443
C -1.3503 1.9981 -0.5719
C -1.8304 0.8834 0.0948
C -0.8689 -0.1300 0.6804
N 0.2959 -0.3468 -0.1483
C 0.0704 -0.8416 -1.4942
C 0.5682 -2.2362 -1.7147
N 1.0540 -2.6794 -2.8471
C 1.3822 -3.9800 -2.6304
C 1.0939 -4.3249 -1.3422
N 0.5703 -3.2034 -0.7638
C 1.5422 0.1624 0.1767
C 1.7429 1.1017 1.1950
C 3.0072 1.5606 1.5110
C 4.1058 1.1026 0.8065
Cl 5.6896 1.6767 1.2049
C 3.9341 0.1910 -0.2220
C 2.6720 -0.2721 -0.5305
C -1.6157 -1.4503 0.9526
O -0.8049 -2.3609 1.6580
H -3.9344 -2.9231 0.8562
H -3.1192 -3.2014 2.4010
H -4.6592 -2.3211 2.3477
H -2.1660 -1.1099 3.6881
H -3.7570 -0.3759 3.4938
H -2.3347 0.4864 2.9241
H -5.1467 1.4311 -0.2879
H -4.2851 3.4234 -1.4926
H -0.2846 2.1520 -0.6580
H -0.5089 0.2284 1.6516
H -1.0042 -0.7959 -1.7026
H 0.5646 -0.1965 -2.2295
H 1.8049 -4.5754 -3.4138
H 1.2139 -5.2414 -0.8032
H 0.2568 -3.1093 0.1927
H 0.9146 1.5201 1.7464
H 3.1334 2.2866 2.2988
H 4.7867 -0.1620 -0.7802
H 2.5700 -0.9887 -1.3278
H -1.8505 -1.9496 0.0059
H -0.4618 -1.9342 2.4524



No. 12
19
Properties=species:S:1:pos:R:3 method="wB97M-V/def2-TZVPD" orbital_gap_ev=10.71 e_above_lowest_ev=1.217 smiles=[NH3+]C[C@@H](S)[C@H]([NH3+])O total_charge=+2
N 2.4761 0.7852 -0.0883
C 1.0218 0.9102 0.1904
C 0.1397 -0.3121 -0.1851
S 0.7921 -2.0121 0.2500
C -1.3070 -0.0878 0.4044
N -2.2824 -0.9602 -0.3601
O -1.6493 1.2423 0.3125
H 2.8884 0.1287 0.5776
H 2.8237 1.7318 -0.0013
H 2.6365 0.4211 -1.0519
H 0.6894 1.7711 -0.3628
H 0.8512 0.9217 1.2277
H 0.0451 -0.3821 -1.2797
H 1.7676 -1.8143 -0.6517
H -1.2452 -0.5480 1.4068
H -2.6242 -0.2806 -1.0399
H -1.8433 -1.7490 -0.7776
H -3.2159 -1.3063 0.1503
H -1.9641 1.5406 1.2788



No. 13
39
Properties=species:S:1:pos:R:3 method="wB97M-V/def2-TZVPD" orbital_gap_ev=8.49 e_above_lowest_ev=0.910 total_charge=-1
I 29.4861 11.1500 -3.2660
C 32.7547 8.6260 -1.5551
O 31.4700 9.0648 -1.1633
H 33.2935 8.2040 -0.7067
H 32.7553 7.8266 -2.2961
H 33.3961 9.4287 -1.9188
H 30.9587 9.5086 -1.8439
C 28.5414 7.4320 -4.4931
O 27.5845 8.4114 -4.2985
H 28.9936 7.7286 -5.4394
H 29.3583 7.4901 -3.7738
H 28.2001 6.3978 -4.5372
H 28.0476 9.2523 -4.3050
C 29.9423 13.5875 0.2260
O 30.3622 13.8040 -1.0817
H 30.7916 13.1612 0.7598
H 29.8055 14.5486 0.7217
H 29.1159 12.8783 0.2720
H 30.0038 13.0941 -1.6195
C 31.5172 11.4789 -8.7237
C 30.6702 11.6259 -7.4616
O 31.5502 11.9767 -6.3650
O 32.1328 12.6704 -9.1660
H 30.9186 11.1643 -9.5786
H 32.2737 10.7136 -8.5505
H 30.1507 10.6783 -7.3193
H 29.9349 12.4145 -7.6215
H 31.1333 11.8130 -5.5159
H 32.7963 12.6464 -8.4726
C 27.7396 9.9928 0.8727
C 26.9254 9.7153 -0.3775
O 26.4065 10.9449 -0.9076
O 26.9005 10.3145 2.0154
H 28.5781 10.6522 0.6487
H 28.2834 9.0900 1.1507
H 26.1282 8.9886 -0.2210
H 27.6414 9.2413 -1.0489
H 27.1221 11.2857 -1.4493
H 26.9053 11.2541 2.2121



No. 14
50
Properties=species:S:1:pos:R:3 method="wB97M-V/def2-TZVPD" orbital_gap_ev=9.32 e_above_lowest_ev=15.355 smiles="O=C([C@@H]1CCCN(S(=O)(=O)Cc2ccccc2)C1)N1CCCCC1" total_charge=0
O -1.2438 -0.3423 1.4150
C -1.8012 0.2176 0.3111
C -1.7595 -0.6311 -1.0969
C -1.1686 -2.2391 -0.5572
C -0.2251 -2.4492 -1.7061
C 1.0586 -1.8861 -1.7395
N 0.7493 -0.4715 -1.4621
S 1.6715 0.5705 -0.6997
O 1.1360 1.8839 -0.5870
O 2.9890 0.3978 -1.5507
C 1.7427 0.1839 0.9944
C 2.5298 -1.0652 1.2279
C 1.5131 -2.3186 1.7156
C 2.2493 -3.5229 2.0549
C 3.4814 -3.6973 1.6203
C 4.1816 -2.8031 0.9455
C 3.7850 -1.4669 0.7256
C -0.5395 0.0572 -1.9983
N -2.4910 1.3427 0.3190
C -2.9365 2.0989 -0.7434
C -2.0715 3.3681 -0.9032
C -1.9862 4.2042 0.4954
C -1.4613 3.3095 1.2920
C -2.2550 2.0043 1.5153
H -2.6261 -0.6526 -1.3851
H -1.9652 -2.7766 -0.7482
H -0.5779 -2.0956 0.2242
H -0.6195 -2.6130 -2.9193
H -0.0012 -3.4471 -1.7068
H 1.6443 -1.6830 -2.7265
H 1.7311 -1.8412 -0.9791
H 2.3726 0.9154 1.7134
H 0.7778 0.1525 1.3992
H 0.6319 -2.0050 1.9004
H 1.4075 -4.3961 2.3774
H 3.9759 -4.7113 1.6895
H 5.3859 -2.8496 0.7067
H 4.2659 -0.6822 0.4218
H -0.8680 -0.1801 -3.0813
H -0.5673 1.0248 -1.7213
H -3.8294 2.4219 -0.5566
H -2.9062 1.4509 -1.5341
H -1.0843 3.0963 -1.1398
H -2.5774 4.0345 -1.7066
H -3.2060 4.4234 0.6276
H -1.4953 5.0878 0.0156
H -0.4380 2.9350 1.0190
H -1.3189 4.0403 2.2565
H -3.3137 2.3639 1.8832
H -1.9467 1.2415 2.3822



No. 15
39
Properties=species:S:1:pos:R:3 method="wB97M-V/def2-TZVPD" orbital_gap_ev="7.34 / 7.34" total_charge=0
V -0.6342 2.0902 -1.2950
S -1.7009 0.6835 -2.7588
C -2.6051 0.7783 -1.2739
C -3.1742 -0.2932 -0.5552
C -3.9214 0.0398 0.5563
C -4.0120 1.3607 1.0089
C -3.2695 2.3200 0.3666
N -2.5851 2.0274 -0.7518
H -3.5490 -1.8786 -1.9164
H -4.4132 -0.7486 1.1141
H -4.5925 1.6137 1.8837
H -3.1966 3.3391 0.7229
Br -0.0249 4.1943 -2.0771
O 0.5121 1.2024 -0.3150
C 1.0442 0.0238 0.2457
C 2.0836 -0.5353 -0.7230
C 3.1212 -1.3846 -0.4869
C 3.8246 -1.7348 -1.6724
C 3.3051 -1.1415 -2.7795
S 1.9722 -0.1396 -2.3959
C 1.7360 0.4109 1.5328
C 2.2359 1.6396 1.8249
C 2.9356 1.6722 3.0638
C 2.9577 0.4627 3.6804
S 2.1366 -0.7290 2.7624
C -0.1677 -0.9404 0.4336
C -0.4249 -1.8885 -0.6463
C -1.5825 -2.2062 -1.2287
C -2.9900 -1.7206 -0.9901
S -1.1373 -0.7873 1.7263
H 3.3827 -1.7451 0.4973
H 4.6842 -2.3888 -1.6927
H 3.6495 -1.2115 -3.7984
H 2.1035 2.4918 1.1747
H 3.3878 2.5615 3.4777
H 3.3981 0.2033 4.6292
H 0.4656 -2.3421 -1.0688
H -1.5072 -2.9273 -2.0356
H -3.4477 -2.3724 -0.2400



No. 16
20
Properties=species:S:1:pos:R:3 method="wB97M-V/def2-TZVPD" orbital_gap_ev="9.27 / 6.53" e_above_lowest_ev=2.034 total_charge=+1 spin_multiplicity=2
C -0.2214 -0.7909 1.7173
C -0.3665 0.6806 1.4038
C 0.6910 2.4226 0.0959
N 0.7524 1.2998 0.6486
H -0.1140 -1.3191 0.7784
H -1.1234 -1.1653 2.1972
H 0.6748 -1.0507 2.2910
H -1.1858 0.7662 0.6636
H -0.4877 1.2817 2.2979
H -0.2196 2.6702 -0.4615
H 1.5890 3.0319 -0.0060
H -1.1373 -0.3975 -1.2570
H -2.4341 0.4054 -1.3826
O -1.4907 0.5039 -1.2420
H 1.7312 -0.2855 -0.3142
H 1.9571 -0.2300 -1.8173
O 1.8391 -0.8507 -1.0906
H 0.3734 -1.7340 -1.5972
H -0.3235 -3.0996 -1.4523
O -0.5041 -2.1389 -1.4731



Number 1: E -90482.1749 eV. Number 2: E -7762.3792 eV. Number 3: E -8865.4258 eV. Number 4: E -61987.2517 eV. Number 5: E -15105.4688 eV. Number 6: E -8975.9815 eV. Number 7: E -7787.8424 eV. Number 8: E -21090.5751 eV. Number 9: E -8319.4916 eV. Number 10: E -45771.2976 eV. Number 11: E -45733.2677 eV. Number 12: E -19150.9200 eV. Number 13: E -30082.1966 eV. Number 14: E -39031.6210 eV. Number 15: E -161485.9299 eV. Number 16: E -10944.7692 eV.